## 1
DFT (ωB97M-V with the def2-TZVPD basis set) results for a gas-phase ion, C3H5N3O (charge +2).

ORCA input file:
```
! wB97M-V def2-TZVPD RIJCOSX def2/J DEFGRID3
* xyz 2 1
C -0.921 -1.645 -0.008
C 0.733 0.035 0.094
C 1.319 1.265 -0.021
N -1.866 -0.723 -0.039
N 0.359 -1.174 0.021
N -1.959 0.425 0.003
O -2.277 1.513 0.002
H -1.167 -2.696 -0.034
H 1.350 1.667 -1.050
H 2.385 1.201 0.321
H 0.948 2.039 0.685
H 1.096 -1.908 0.029
*
```

Computed properties:
Gap between HOMO and LUMO (alpha / beta): 0.2881 / 0.2518 Eh
HOMO (alpha / beta): -19.754 / -19.485 eV


## 2
DFT (ωB97M-V with the def2-TZVPD basis set) results for 2 unconnected molecules or ions with the total composition C3H5N3O.

ORCA input file:
```
! wB97M-V def2-TZVPD RIJCOSX def2/J DEFGRID3
* xyz 2 1
C 0.341 0.669 -0.517
C 1.468 -1.247 1.679
C -0.825 1.430 -0.698
N -0.678 -0.766 2.522
N 0.340 -1.239 2.271
N 1.207 -0.032 -0.324
O 2.533 -1.828 1.844
H -0.919 2.472 -0.348
H -1.791 0.886 -0.481
H -0.832 1.437 -1.831
H 2.018 -0.375 -0.777
H 2.834 -2.522 2.487
*
```

Computed properties:
Gap between HOMO and LUMO: 0.2745 Eh
HOMO: -19.716 eV


Result of the stability comparison: 2 is the most stable of them.


## 1
DFT (ωB97M-V with the def2-TZVPD basis set) results for a single ClO2PS molecule.

ORCA input file:
```
! wB97M-V def2-TZVPD RIJCOSX def2/J DEFGRID3
* xyz 0 1
O 1.533 0.804 0.040
O 0.348 -1.357 -0.059
P -1.493 1.248 0.006
S 0.281 0.109 0.082
Cl -2.775 -0.430 -0.021
*
```

Computed properties:
Gap between HOMO and LUMO (alpha / beta): 0.2922 / 0.2921 Eh
SMILES: O=S(=O)=PCl
HOMO (alpha / beta): -9.518 / -9.518 eV


## 2
DFT (ωB97M-V with the def2-TZVPD basis set) results for 2 unconnected molecules or ions with the total composition ClO2PS.

ORCA input file:
```
! wB97M-V def2-TZVPD RIJCOSX def2/J DEFGRID3
* xyz 0 1
O -1.560 -0.927 1.251
O 1.371 0.893 0.904
P 1.693 -0.502 0.618
S -2.232 0.148 0.480
Cl 2.215 -0.628 -1.429
*
```

Computed properties:
Gap between HOMO and LUMO (alpha / beta): 0.2871 / 0.2843 Eh
SMILES: O=PCl.O=S
HOMO (alpha / beta): -9.608 / -9.584 eV


Result of the stability comparison: 2 is the most stable of them.


## 1
DFT (ωB97M-V with the def2-TZVPD basis set) results for a single C2H4ClOP molecule.

ORCA input file:
```
! wB97M-V def2-TZVPD RIJCOSX def2/J DEFGRID3
* xyz 0 1
C -1.118 0.877 0.061
C 1.424 -0.747 -0.211
O -0.996 -1.937 0.265
P -0.206 -0.701 0.356
Cl 2.465 0.501 0.176
H -0.693 1.099 -0.923
H -2.145 0.793 -0.067
H -0.793 1.757 0.673
H 2.061 -1.643 -0.331
*
```

Computed properties:
Gap between HOMO and LUMO: 0.2909 Eh
HOMO: -8.496 eV


## 2
DFT (ωB97M-V with the def2-TZVPD basis set) results for a single C2H4ClOP molecule.

ORCA input file:
```
! wB97M-V def2-TZVPD RIJCOSX def2/J DEFGRID3
* xyz 0 1
C 1.121 -0.167 0.190
C -0.377 -0.265 -0.083
O 3.882 -0.694 0.293
P 2.218 -1.453 -0.089
Cl 4.140 0.970 -0.090
H 1.500 0.840 0.487
H -0.722 -0.764 -1.027
H -0.712 0.796 -0.142
H -0.881 -0.659 0.645
*
```

Computed properties:
Gap between HOMO and LUMO: 0.3261 Eh
SMILES: C/C=P/OCl
HOMO: -9.367 eV


Result of the stability comparison: 1 is the most stable of them.


## 1
DFT (ωB97M-V with the def2-TZVPD basis set) results for a single C2H4ClOP molecule.

ORCA input file:
```
! wB97M-V def2-TZVPD RIJCOSX def2/J DEFGRID3
* xyz 0 1
C 0.838 -0.017 0.024
C -1.551 0.161 0.031
O -0.188 0.854 0.201
P 2.395 0.670 -0.083
Cl 3.584 -0.944 -0.205
H 0.677 -1.015 0.171
H -1.957 0.634 -0.850
H -2.321 0.517 0.888
H -1.476 -0.859 -0.177
*
```

Computed properties:
Gap between HOMO and LUMO: 0.3240 Eh
SMILES: CO/C=P/Cl
HOMO: -8.304 eV


## 2
DFT (ωB97M-V with the def2-TZVPD basis set) results for a single C2H4ClOP molecule.

ORCA input file:
```
! wB97M-V def2-TZVPD RIJCOSX def2/J DEFGRID3
* xyz 0 1
C -0.127 -0.469 -1.343
C 0.814 -0.301 -0.435
O -0.132 0.013 2.218
P 0.636 1.068 1.270
Cl -1.038 2.240 0.742
H 0.131 -1.074 -2.234
H -1.196 -0.189 -1.306
H 1.808 -0.761 -0.796
H -0.896 -0.527 1.884
*
```

Computed properties:
Gap between HOMO and LUMO: 0.3671 Eh
SMILES: C=CP(O)Cl
HOMO: -9.579 eV


## 3
DFT (ωB97M-V with the def2-TZVPD basis set) results for a molecular structure, C2H4ClOP.

ORCA input file:
```
! wB97M-V def2-TZVPD RIJCOSX def2/J DEFGRID3
* xyz 0 1
C -0.278 -0.283 -2.064
C -0.308 0.441 1.734
O 1.768 -0.075 -0.459
P 0.331 -0.048 -0.508
Cl 0.854 -0.486 2.576
H 0.419 -0.900 -2.701
H -1.366 -0.127 -2.357
H -1.429 0.101 1.789
H 0.009 1.376 1.989
*
```

Computed properties:
Gap between HOMO and LUMO (alpha / beta): 0.2885 / 0.2885 Eh
HOMO (alpha / beta): -8.800 / -8.800 eV


Result of the stability comparison: 2 is the most stable of them.